Computed, not measured: 9 unconnected molecules or ions with the total composition C44H90N4O10 at a distorted geometry, with ωB97M-V/def2-TZVPD.

Cartesian coordinates (Å):
C  3.06  7.64  5.91
C  2.79  6.34  5.10
N  3.89  6.06  4.11
C  4.05  7.13  3.09
C  5.21  6.98  2.05
C  3.60  4.78  3.45
C  3.69  3.56  4.42
H  4.03  7.76  6.38
H  2.28  7.73  6.67
H  2.83  8.49  5.27
H  2.74  5.53  5.83
H  1.82  6.28  4.59
H  3.13  7.07  2.51
H  4.13  8.12  3.55
H  6.22  6.90  2.46
H  5.20  6.07  1.44
H  5.17  7.80  1.33
H  4.30  4.59  2.63
H  2.65  4.79  2.92
H  3.88  2.72  3.76
H  2.72  3.34  4.86
H  4.47  3.73  5.17
C  6.47  -3.64  -1.19
C  7.12  -2.41  -1.84
N  6.14  -1.48  -2.47
C  5.63  -2.05  -3.67
C  4.62  -1.15  -4.38
C  6.81  -0.16  -2.60
C  7.09  0.39  -1.17
H  7.25  -4.36  -0.95
H  5.78  -4.04  -1.93
H  5.89  -3.45  -0.28
H  7.69  -2.11  -0.97
H  7.97  -2.75  -2.43
H  6.43  -2.10  -4.41
H  5.16  -3.03  -3.55
H  4.24  -1.72  -5.23
H  3.87  -0.77  -3.69
H  5.10  -0.22  -4.67
H  6.03  0.53  -2.94
H  7.63  -0.23  -3.31
H  7.93  -0.15  -0.72
H  6.22  0.38  -0.52
H  7.24  1.46  -1.19
C  -8.15  7.35  2.55
C  -6.84  8.04  2.23
N  -6.23  7.75  0.90
C  -5.99  6.30  0.81
C  -5.50  5.80  -0.50
C  -5.09  8.61  0.58
C  -3.79  8.56  1.38
H  -8.71  7.79  3.37
H  -8.02  6.27  2.68
H  -8.78  7.38  1.67
H  -6.88  9.13  2.28
H  -6.23  7.72  3.08
H  -5.15  6.01  1.44
H  -6.87  5.73  1.10
H  -5.26  4.74  -0.43
H  -6.30  5.96  -1.21
H  -4.65  6.38  -0.88
H  -5.34  9.67  0.62
H  -4.81  8.46  -0.46
H  -3.46  7.56  1.65
H  -4.05  8.98  2.35
H  -2.95  9.12  0.96
C  -4.02  -6.75  -2.41
C  -2.92  -7.83  -2.43
N  -2.51  -8.10  -3.85
C  -3.58  -8.84  -4.61
C  -3.37  -9.17  -6.06
C  -1.24  -8.81  -3.93
C  -0.02  -7.91  -3.69
H  -3.76  -5.83  -2.93
H  -4.08  -6.52  -1.35
H  -5.00  -7.09  -2.76
H  -2.03  -7.56  -1.85
H  -3.25  -8.72  -1.89
H  -4.50  -8.26  -4.50
H  -3.77  -9.78  -4.08
H  -3.01  -8.36  -6.70
H  -4.31  -9.55  -6.44
H  -2.65  -9.99  -6.09
H  -1.19  -9.54  -3.12
H  -1.13  -9.27  -4.91
H  0.88  -8.46  -3.41
H  0.31  -7.31  -4.54
H  -0.25  -7.19  -2.91
O  2.15  -3.49  5.90
C  1.33  -3.74  6.76
O  1.64  -4.36  7.94
C  0.44  -4.61  8.65
C  -0.65  -4.31  7.61
C  -0.10  -3.33  6.62
H  0.41  -4.02  9.56
H  0.47  -5.69  8.85
H  -1.54  -3.88  8.06
H  -1.00  -5.22  7.11
H  -0.13  -2.28  6.90
H  -0.65  -3.48  5.69
O  -1.34  1.55  1.37
C  -1.08  0.37  1.05
O  0.17  -0.09  0.87
C  0.26  -1.40  0.24
C  -1.23  -1.86  0.18
C  -1.98  -0.77  0.95
H  0.91  -1.89  0.97
H  0.70  -1.24  -0.74
H  -1.35  -2.85  0.63
H  -1.58  -1.85  -0.85
H  -2.12  -1.05  1.99
H  -2.99  -0.44  0.69
O  3.89  -9.76  0.80
C  2.91  -9.44  1.53
O  1.61  -9.86  1.25
C  0.70  -9.52  2.25
C  1.46  -8.49  3.10
C  2.99  -8.94  2.95
H  0.66  -10.39  2.90
H  -0.31  -9.28  1.92
H  1.22  -8.42  4.16
H  1.20  -7.48  2.78
H  3.31  -9.77  3.57
H  3.72  -8.13  2.91
O  -2.89  0.74  -4.73
C  -4.05  0.86  -5.08
O  -4.41  1.71  -5.99
C  -5.82  1.63  -6.26
C  -6.42  0.86  -5.07
C  -5.21  0.07  -4.50
H  -6.08  1.08  -7.16
H  -6.22  2.65  -6.30
H  -7.34  0.32  -5.31
H  -6.69  1.64  -4.37
H  -5.12  -0.97  -4.84
H  -5.24  0.13  -3.41
O  3.17  8.03  -3.96
C  2.38  7.22  -3.63
O  2.77  5.92  -3.50
C  1.70  5.05  -2.95
C  0.51  6.03  -2.97
C  0.85  7.33  -3.54
H  1.80  4.51  -2.01
H  1.67  4.35  -3.78
H  0.24  6.21  -1.93
H  -0.33  5.61  -3.52
H  0.43  8.10  -2.89
H  0.42  7.52  -4.52

Summary:
- HOMO-LUMO gap (eV) = 8.14
- total charge = 0
- SMILES = CCN(CC)CC.CCN(CC)CC.CCN(CC)CC.CCN(CC)CC.O=C1CCCO1.O=C1CCCO1.O=C1CCCO1.O=C1CCCO1.O=C1CCCO1
- highest occupied orbital energy (eV) = -8.20
- E_LUMO (eV) = -0.053



Computed, not measured: a molecular structure, C30H45F5OP2Zr at a distorted geometry, with ωB97M-V/def2-TZVPD.

Cartesian coordinates (Å):
Zr  0.15  -0.17  0.98
C  -1.78  1.50  0.17
C  -2.13  0.58  -0.86
C  -2.19  -0.57  1.15
C  -1.93  0.82  1.43
C  -2.33  -0.71  -0.28
C  -1.74  2.98  0.02
H  -1.35  3.28  -0.97
H  -1.11  3.45  0.78
H  -2.75  3.41  0.11
C  -2.10  1.46  2.76
H  -1.88  2.53  2.74
H  -1.42  1.02  3.50
H  -3.12  1.32  3.15
C  -2.48  -1.61  2.18
H  -3.53  -1.57  2.50
H  -1.86  -1.47  3.07
H  -2.28  -2.62  1.80
C  -2.97  -1.87  -0.94
H  -4.07  -1.78  -0.92
H  -2.73  -2.81  -0.42
H  -2.66  -1.96  -1.99
C  -2.59  0.99  -2.20
H  -3.59  1.46  -2.14
H  -2.67  0.15  -2.88
H  -1.93  1.73  -2.66
C  1.58  0.46  -3.11
C  0.53  1.28  -3.28
C  -0.11  1.53  -4.60
C  -1.01  0.41  -5.22
C  -1.06  -0.89  -4.48
C  0.00  -1.70  -4.34
C  1.34  -1.40  -4.94
C  2.20  -0.30  -4.25
H  0.66  1.77  -5.36
H  -0.67  0.26  -6.27
H  -0.75  2.42  -4.51
H  2.50  0.40  -5.05
H  2.10  0.40  -2.15
H  0.18  1.89  -2.45
H  3.11  -0.78  -3.88
H  1.92  -2.34  -4.93
H  -0.10  -2.68  -3.87
H  1.24  -1.12  -6.01
H  -2.04  0.80  -5.29
H  -2.05  -1.22  -4.16
P  1.86  1.89  0.68
C  1.74  3.02  2.12
H  2.62  3.68  2.13
H  1.68  2.45  3.05
H  0.83  3.63  2.04
C  3.60  1.34  0.80
H  4.22  2.16  1.18
H  3.96  1.03  -0.18
H  3.66  0.49  1.49
C  2.02  3.12  -0.66
H  2.34  2.63  -1.59
H  2.76  3.88  -0.36
H  1.06  3.61  -0.84
P  0.99  -2.40  -0.33
C  -0.12  -3.56  -1.21
H  0.47  -4.41  -1.58
H  -0.58  -3.05  -2.06
H  -0.90  -3.94  -0.54
C  2.42  -2.54  -1.46
H  2.09  -2.48  -2.51
H  2.90  -3.52  -1.30
H  3.15  -1.75  -1.27
C  1.53  -3.48  1.05
H  1.84  -4.46  0.67
H  0.69  -3.61  1.75
H  2.35  -3.00  1.60
F  2.10  -0.99  8.13
C  1.73  -0.89  6.83
C  1.25  0.32  6.33
F  1.11  1.38  7.15
C  0.90  0.42  5.00
F  0.40  1.63  4.58
C  1.01  -0.64  4.10
O  0.70  -0.52  2.80
C  1.45  -1.86  4.65
F  1.43  -3.00  3.91
C  1.84  -1.98  5.97
F  2.32  -3.15  6.44

Summary:
- HOMO-LUMO gap (eV) = 6.77
- total charge = +2
- highest occupied orbital energy (eV) = -14.14
- E_LUMO (eV) = -7.370



Computed, not measured: 10 unconnected molecules or ions with the total composition C9H36F2NO13S2 at a distorted geometry, with ωB97M-V/def2-TZVPD.

Cartesian coordinates (Å):
N  1.59  -8.77  29.78
S  0.13  -8.16  29.88
O  -0.17  -7.14  30.83
O  -0.95  -8.99  29.44
F  0.27  -7.26  28.54
S  1.63  -9.53  31.29
O  0.74  -10.62  31.52
O  1.95  -8.75  32.43
F  3.00  -10.27  30.94
C  -1.51  -7.79  34.16
O  -2.60  -8.69  34.27
H  -0.60  -8.32  34.44
H  -1.29  -7.38  33.16
H  -1.66  -6.92  34.81
H  -3.37  -8.24  34.62
C  6.15  -9.74  29.06
O  6.01  -8.61  28.24
H  5.27  -10.40  29.09
H  6.99  -10.37  28.75
H  6.34  -9.48  30.12
H  5.05  -8.56  28.10
C  4.30  -6.89  31.13
O  3.41  -6.59  30.07
H  3.81  -6.81  32.11
H  4.64  -7.93  31.07
H  5.12  -6.17  31.08
H  2.74  -7.30  30.04
C  0.71  -12.16  28.83
O  1.43  -11.17  28.12
H  -0.23  -11.81  29.25
H  0.45  -12.97  28.15
H  1.33  -12.56  29.64
H  1.52  -10.37  28.66
C  5.08  -11.68  32.87
O  5.90  -12.84  32.93
H  5.31  -11.15  31.95
H  4.01  -11.91  32.88
H  5.24  -11.06  33.76
H  5.75  -13.28  33.77
C  -3.36  -10.51  31.10
O  -4.43  -11.27  30.55
H  -3.55  -9.43  31.20
H  -3.05  -10.92  32.06
H  -2.47  -10.53  30.46
H  -4.12  -11.56  29.69
C  2.01  -6.10  34.13
O  1.79  -5.76  35.54
H  2.56  -5.23  33.77
H  2.56  -7.03  34.06
H  1.02  -6.19  33.69
H  2.56  -5.27  35.83
C  2.93  -7.64  26.67
O  3.37  -8.59  27.62
H  3.82  -7.34  26.11
H  2.19  -8.07  26.00
H  2.55  -6.74  27.16
H  2.75  -8.68  28.37
C  -2.93  -6.57  28.42
O  -2.90  -5.26  27.83
H  -2.14  -7.12  27.94
H  -2.77  -6.52  29.50
H  -3.94  -7.00  28.31
H  -3.52  -4.71  28.32

Summary:
- HOMO-LUMO gap (eV) = 9.69
- total charge = -1
- highest occupied orbital energy (eV) = -7.18
- E_LUMO (eV) = 2.518



Computed, not measured: 2 unconnected molecules or ions with the total composition C15H40N3O2PSi2 at a distorted geometry, with ωB97M-V/def2-TZVPD.

Cartesian coordinates (Å):
C  0.50  0.91  -0.94
C  -0.02  0.87  -2.52
C  0.63  2.20  -3.24
C  -1.69  0.86  -2.61
C  -2.16  -0.59  -1.96
C  -3.80  -0.84  -2.07
C  -4.70  0.32  -1.34
N  -5.63  1.08  -2.29
P  -6.65  2.17  -1.31
N  -6.78  3.75  -2.20
O  -8.30  1.63  -1.19
C  -6.35  0.22  -3.29
C  -5.65  -1.30  -3.41
O  -4.18  -1.13  -3.47
H  1.17  1.88  -0.79
H  -0.42  0.91  -0.22
H  1.24  -0.01  -0.73
H  0.41  -0.14  -3.00
H  0.65  2.12  -4.41
H  1.75  2.32  -2.86
H  0.03  3.14  -2.84
H  -2.12  1.79  -2.03
H  -1.95  0.89  -3.77
H  -1.75  -0.74  -0.87
H  -1.62  -1.43  -2.62
H  -3.99  -1.86  -1.47
H  -5.33  -0.14  -0.45
H  -3.97  1.13  -0.87
H  -4.98  1.71  -2.85
H  -7.62  4.20  -1.72
H  -6.98  3.59  -3.22
H  -8.68  1.61  -2.13
H  -6.20  0.71  -4.35
H  -7.48  0.02  -3.06
H  -6.03  -1.92  -2.49
H  -5.98  -1.82  -4.42
C  3.09  1.51  1.65
Si  4.08  -0.06  2.01
C  5.80  0.19  1.31
C  3.25  -1.46  1.08
N  4.08  -0.31  3.74
Si  4.90  -1.67  4.45
C  6.75  -1.66  4.11
C  4.20  -3.32  3.89
C  4.68  -1.58  6.32
H  3.07  1.70  0.57
H  2.06  1.41  2.00
H  3.55  2.37  2.14
H  5.73  0.58  0.29
H  6.36  -0.74  1.27
H  6.36  0.92  1.91
H  2.29  -1.72  1.54
H  3.88  -2.35  1.05
H  3.05  -1.16  0.05
H  6.97  -1.94  3.08
H  7.25  -2.39  4.76
H  7.18  -0.68  4.32
H  3.11  -3.32  3.96
H  4.59  -4.13  4.52
H  4.49  -3.55  2.86
H  3.61  -1.62  6.59
H  5.10  -0.66  6.72
H  5.18  -2.43  6.81

Summary:
- HOMO-LUMO gap (eV) = 2.42
- total charge = 0
- highest occupied orbital energy (eV) = -4.39
- E_LUMO (eV) = -1.970



Computed, not measured: a molecular structure, C41H36AsN4OPRhSe, with ωB97M-V/def2-TZVPD.

Cartesian coordinates (Å):
Rh  1.74  1.20  0.00
Se  7.95  0.08  4.42
N  7.69  0.07  2.68
C  6.42  0.30  2.49
C  5.80  0.36  1.17
C  6.53  0.18  -0.01
C  5.88  0.23  -1.22
C  4.51  0.45  -1.23
N  3.81  0.63  -0.11
C  4.43  0.60  1.09
C  3.62  0.81  2.30
N  2.30  1.07  2.14
C  1.53  1.23  3.20
C  2.02  1.14  4.50
C  3.36  0.90  4.68
C  4.19  0.73  3.56
C  5.62  0.47  3.67
N  6.25  0.38  4.81
H  7.60  0.00  0.06
H  6.41  0.09  -2.15
H  3.97  0.47  -2.16
H  0.48  1.43  3.02
H  1.36  1.28  5.34
H  3.80  0.84  5.67
C  2.05  3.52  -2.60
C  1.75  4.08  -1.25
C  1.69  5.55  -1.08
O  1.55  3.34  -0.28
H  2.68  4.19  -3.18
H  1.10  3.42  -3.14
H  2.51  2.54  -2.53
H  1.18  6.02  -1.92
H  2.72  5.92  -1.09
H  1.23  5.82  -0.13
C  -1.84  0.11  -0.14
C  -2.33  0.91  -1.35
As  -4.26  0.69  -1.59
C  -4.49  -1.14  -2.05
C  -4.86  -2.08  -1.08
C  -4.94  -3.42  -1.44
C  -4.67  -3.81  -2.74
C  -4.31  -2.87  -3.70
C  -4.22  -1.53  -3.36
C  -5.20  1.11  -0.03
C  -6.48  0.55  0.13
C  -7.22  0.86  1.26
C  -6.71  1.76  2.19
C  -5.46  2.36  2.00
C  -4.71  2.05  0.88
P  -0.06  -0.33  -0.27
C  0.05  -1.22  -1.84
C  0.93  -0.77  -2.82
C  1.02  -1.43  -4.04
C  0.22  -2.55  -4.27
C  -0.66  -3.00  -3.29
C  -0.75  -2.34  -2.08
C  0.23  -1.53  1.04
C  1.41  -2.29  0.94
C  1.76  -3.16  1.96
C  0.94  -3.28  3.08
C  -0.22  -2.53  3.18
C  -0.58  -1.65  2.17
H  -2.34  -0.85  -0.06
H  -2.01  0.65  0.79
H  -1.92  0.50  -2.28
H  -2.08  1.97  -1.30
H  -5.09  -1.78  -0.06
H  -5.21  -4.15  -0.69
H  -4.75  -4.85  -3.02
H  -4.11  -3.17  -4.72
H  -3.96  -0.79  -4.11
H  -6.89  -0.12  -0.61
H  -8.20  0.43  1.40
H  -7.30  2.02  3.06
H  -5.09  3.07  2.72
H  -3.76  2.54  0.72
H  1.54  0.11  -2.64
H  1.70  -1.09  -4.81
H  0.29  -3.07  -5.22
H  -1.27  -3.88  -3.47
H  -1.42  -2.72  -1.31
H  2.03  -2.21  0.06
H  2.65  -3.76  1.88
H  1.21  -3.96  3.88
H  -0.86  -2.64  4.05
H  -1.49  -1.08  2.26

Summary:
- HOMO-LUMO gap (spin up / spin down) (eV) = 7.92 / 5.37
- spin multiplicity = 5
- total charge = +3
- highest occupied orbital energy (spin up / spin down) (eV) = -15.49 / -15.50
- E_LUMO (spin up / spin down) (eV) = -7.571 / -10.131



Computed, not measured: a molecular structure, C12H12N6O9P at a distorted geometry, with ωB97M-V/def2-TZVPD.

Cartesian coordinates (Å):
C  -0.42  -3.97  2.29
C  0.25  -2.82  1.58
O  -0.47  -1.57  1.84
P  -0.54  -0.36  0.79
C  0.90  0.77  1.18
C  1.70  0.13  2.21
N  2.35  -0.24  3.11
O  -0.56  -0.76  -0.65
O  -1.86  0.37  1.33
C  -3.12  -0.32  1.72
C  -4.16  0.72  2.05
H  0.11  -4.88  2.00
H  -0.36  -3.88  3.37
H  -1.47  -4.08  1.98
H  1.28  -2.69  1.94
H  0.24  -2.98  0.49
H  0.31  1.60  1.62
H  -3.43  -0.94  0.87
H  -2.93  -0.96  2.59
H  -5.14  0.24  2.17
H  -3.92  1.22  3.00
H  -4.24  1.47  1.26
O  2.01  1.03  -5.84
N  1.49  1.50  -4.84
C  1.56  1.31  -3.48
C  0.71  2.22  -2.84
N  0.13  3.05  -3.79
O  0.58  2.58  -4.99
C  0.63  2.23  -1.39
N  -0.18  3.23  -0.72
O  -1.12  3.79  -1.32
O  0.10  3.49  0.48
C  1.42  1.35  -0.59
C  2.14  0.36  -1.31
N  2.75  -0.81  -0.88
O  2.84  -1.34  0.22
O  3.29  -1.43  -2.03
N  3.01  -0.73  -3.17
C  2.30  0.36  -2.72
H  1.83  1.74  0.46

Summary:
- HOMO-LUMO gap (eV) = 6.42
- total charge = -1
- highest occupied orbital energy (eV) = -4.19
- E_LUMO (eV) = 2.234



The evaluated E_tot for the records listed, in turn: -73517.6843, -67318.6793, -65127.5284, -49807.3461, -189566.3715, -49284.9070 eV.